Computed, not measured: the ion C3H6N2P with charge +1, with ωB97M-V/def2-TZVPD.

Element x y z (Å)
C1 1.17 1.40 0.20
C2 1.93 0.29 0.17
C3 -1.85 -0.60 0.21
N1 0.52 0.27 0.55
N2 -0.74 0.01 -0.47
P1 3.10 -0.91 -0.23
H1 1.12 2.45 -0.08
H2 -2.64 -0.57 -0.45
H3 -1.51 -1.61 0.57
H4 -2.15 0.08 1.00
H5 -0.96 1.04 -0.80
H6 2.01 -1.83 -0.68

Energy above the lowest of the compared OMol25 structures with the same formula, charge and spin, kJ/mol: 388.6
Total charge: +1
E_LUMO (spin up / spin down), eV: -6.854 / -6.827
E, eV: -15463.5491
SMILES: [H]/P=c1/c[n+]1NC
Gap between HOMO and LUMO (spin up / spin down), eV: 7.305 / 7.119

natural (NBO) population analysis, charges in e, atoms 1 to 5: number 1, C, carries 0.170; number 2, C, carries -0.264; number 3, C, carries -0.437; number 4, N, carries -0.134; number 5, N, carries -0.352

---

Computed, not measured: the ion C3H6N2P with charge +1, with ωB97M-V/def2-TZVPD.

Element x y z (Å)
C1 -1.21 -1.54 0.05
C2 -1.77 -0.32 -0.19
C3 1.59 0.71 0.12
N1 -0.31 -0.64 0.31
N2 0.92 -0.45 -0.19
P1 -2.87 0.89 -0.14
H1 -1.09 -2.55 -0.10
H2 1.51 1.42 -0.69
H3 1.12 1.29 0.98
H4 2.64 0.66 0.39
H5 1.34 -1.45 -0.34
H6 -1.87 2.00 -0.20

Energy above the lowest of the compared OMol25 structures with the same formula, charge and spin, kJ/mol: 313.2
Total charge: +1
E_LUMO, eV: -6.111
E, eV: -15464.3306
SMILES: [H]/P=c1/c[n+]1NC
Gap between HOMO and LUMO, eV: 7.596

natural (NBO) population analysis, charges in e, atoms 1 to 5: number 1, C, carries 0.126; number 2, C, carries -0.311; number 3, C, carries -0.459; number 4, N, carries -0.056; number 5, N, carries -0.344

---

Computed, not measured: the molecule C3H6N2S, with ωB97M-V/def2-TZVPD.

Element x y z (Å)
C1 0.66 0.56 0.39
C2 -0.50 0.05 1.20
C3 -0.45 -1.24 -1.17
H1 1.27 1.32 1.08
H2 1.37 -0.25 0.38
H3 -1.24 0.99 1.16
H4 -0.37 -0.33 2.21
H5 -0.46 -2.31 -1.86
H6 0.85 1.54 -1.42
N1 -0.16 -0.08 -1.61
N2 0.24 1.10 -0.84
S1 -1.21 -1.35 0.48

Energy above the lowest of the compared OMol25 structures with the same formula, charge and spin, kJ/mol: 348.5
E_LUMO, eV: 0.888
E, eV: -17020.4295
SMILES: C1=NNCCS1
Gap between HOMO and LUMO, eV: 9.091

natural (NBO) population analysis, charges in e, atoms 1 to 5: number 1, C, carries -0.250; number 2, C, carries -0.585; number 3, C, carries -0.112; number 4, H, carries 0.208; number 5, H, carries 0.184

---

Computed, not measured: the molecule C3H6N2S, with ωB97M-V/def2-TZVPD.

Element x y z (Å)
C1 1.09 -0.37 0.04
C2 0.04 -1.46 -0.04
C3 -1.00 -0.33 -0.16
H1 -0.78 2.23 -0.66
H2 -0.25 2.18 0.89
H3 1.53 -0.21 1.04
H4 1.87 -0.39 -0.75
H5 -0.09 -2.01 0.86
H6 0.15 -2.09 -0.98
N1 -0.01 1.94 -0.08
N2 0.05 0.55 -0.16
S1 -2.59 -0.04 0.00

Energy above the lowest of the compared OMol25 structures with the same formula, charge and spin, kJ/mol: 198.0
E_LUMO, eV: 0.883
E, eV: -17021.9888
SMILES: NN1CCC1=S
Gap between HOMO and LUMO, eV: 9.443

natural (NBO) population analysis, charges in e, atoms 1 to 5: number 1, C, carries -0.200; number 2, C, carries -0.460; number 3, C, carries 0.089; number 4, H, carries 0.377; number 5, H, carries 0.353

---

Computed, not measured: the molecule C3H6N2S, with ωB97M-V/def2-TZVPD.

Element x y z (Å)
C1 0.27 -0.98 0.02
C2 -2.00 -0.08 0.07
C3 -0.53 0.01 0.43
N1 2.34 0.90 -0.12
N2 1.68 1.85 -0.16
S1 2.00 -0.89 0.23
H1 0.15 -1.92 -0.67
H2 -2.12 -0.43 -1.01
H3 -2.60 0.83 0.12
H4 -2.40 -0.89 0.75
H5 -0.09 0.84 0.93
H6 3.29 0.77 -0.59

Energy above the lowest of the compared OMol25 structures with the same formula, charge and spin, kJ/mol: 398.9
E_LUMO, eV: 0.432
E, eV: -17019.9062
Gap between HOMO and LUMO, eV: 8.799

natural (NBO) population analysis, charges in e, atoms 1 to 5: number 1, C, carries -0.421; number 2, C, carries -0.652; number 3, C, carries -0.180; number 4, N, carries -0.289; number 5, N, carries -0.155

---

Computed, not measured: a structure of composition C3H6N2S, with ωB97M-V/def2-TZVPD.

Element x y z (Å)
C1 -1.10 0.18 -0.15
C2 1.06 -1.36 -0.02
C3 1.36 0.13 0.26
H1 -0.91 2.13 -0.43
H2 -2.52 1.56 -0.39
H3 0.73 -2.00 0.71
H4 1.42 -1.85 -0.98
H5 2.07 0.85 -0.27
H6 1.36 0.14 1.46
N1 -1.36 1.51 0.17
N2 0.13 -0.16 -0.44
S1 -2.24 -1.12 0.08

Energy above the lowest of the compared OMol25 structures with the same formula, charge and spin, kJ/mol: 361.1
E_LUMO, eV: 0.499
E, eV: -17020.2987
Gap between HOMO and LUMO, eV: 8.595

natural (NBO) population analysis, charges in e, atoms 1 to 5: number 1, C, carries 0.315; number 2, C, carries -0.192; number 3, C, carries -0.258; number 4, H, carries 0.367; number 5, H, carries 0.400

---

Computed, not measured: the molecule C3H6N2S, with ωB97M-V/def2-TZVPD.

Element x y z (Å)
C1 -0.48 0.50 0.90
C2 -1.83 0.37 0.66
C3 1.10 -1.18 -0.27
N1 0.62 -0.35 0.80
N2 3.01 1.06 -0.28
S1 2.54 -0.18 0.46
H1 -0.16 1.28 1.62
H2 -2.56 1.05 0.93
H3 -2.36 -0.47 0.30
H4 1.21 -2.30 -0.18
H5 0.94 -0.97 -1.27
H6 3.31 1.26 -1.15

Energy above the lowest of the compared OMol25 structures with the same formula, charge and spin, kJ/mol: 510.7
E_LUMO, eV: 0.146
E, eV: -17018.7483
Gap between HOMO and LUMO, eV: 8.241

natural (NBO) population analysis, charges in e, atoms 1 to 5: number 1, C, carries 0.002; number 2, C, carries -0.495; number 3, C, carries -0.347; number 4, N, carries -0.563; number 5, N, carries -1.090

---

Computed, not measured: the molecule C3H6N2S2, with ωB97M-V/def2-TZVPD.

Element x y z (Å)
C1 -0.70 -1.40 0.15
C2 -1.99 -1.43 0.02
C3 0.11 0.52 0.18
N1 2.28 1.08 -0.17
N2 1.13 0.59 -0.69
S1 -2.90 0.13 -0.20
S2 -1.38 1.41 0.35
H1 -0.21 -2.39 0.08
H2 -2.62 -2.28 -0.08
H3 0.37 0.45 1.21
H4 2.80 0.49 0.44
H5 2.04 1.94 0.35
H6 1.06 0.89 -1.64

Energy above the lowest of the compared OMol25 structures with the same formula, charge and spin, kJ/mol: 422.1
E_LUMO, eV: 0.360
E, eV: -27854.7225
Gap between HOMO and LUMO, eV: 8.321

natural (NBO) population analysis, charges in e, atoms 1 to 5: number 1, C, carries -0.247; number 2, C, carries -0.410; number 3, C, carries -0.160; number 4, N, carries -0.640; number 5, N, carries -0.479

---

Computed, not measured: a cluster of 2 separate species, C3H6N2S2 in total, with ωB97M-V/def2-TZVPD.

Element x y z (Å)
C1 -2.77 -1.89 0.55
C2 -3.06 -1.36 1.58
C3 2.64 0.53 0.07
N1 -0.39 1.12 -1.13
N2 0.02 -0.09 -1.01
S1 0.40 2.59 -0.87
S2 1.29 -0.69 -0.32
H1 -2.40 -2.54 -0.20
H2 -3.42 -0.91 2.44
H3 3.64 0.03 0.60
H4 2.33 1.22 0.80
H5 3.00 0.95 -0.84
H6 -1.28 1.04 -1.69

Energy above the lowest of the compared OMol25 structures with the same formula, charge and spin, kJ/mol: 529.8
E_LUMO (spin up / spin down), eV: -0.410 / -0.408
E, eV: -27853.6060
Gap between HOMO and LUMO (spin up / spin down), eV: 7.574 / 7.579

natural (NBO) population analysis, charges in e, atoms 1 to 5: number 1, C, carries -0.237; number 2, C, carries -0.223; number 3, C, carries -0.778; number 4, N, carries -0.354; number 5, N, carries -0.385

---

Computed, not measured: the molecule C3H6N2S3, with ωB97M-V/def2-TZVPD.

Element x y z (Å)
C1 -0.34 -0.84 -0.70
C2 2.94 -0.49 -0.29
C3 -0.89 0.55 -0.32
N1 2.45 0.54 -0.73
N2 -0.22 1.24 0.68
S1 0.47 -1.74 0.38
S2 1.27 1.95 0.26
S3 -2.65 0.31 0.01
H1 -0.35 -1.07 -1.78
H2 3.02 -0.77 0.81
H3 -0.89 1.18 -1.34
H4 2.39 0.91 -1.72
H5 -0.14 0.59 1.54
H6 -2.46 -0.45 1.08

Energy above the lowest of the compared OMol25 structures with the same formula, charge and spin, kJ/mol: 509.2
E_LUMO, eV: -0.926
E, eV: -38689.2733
Gap between HOMO and LUMO, eV: 6.735

natural (NBO) population analysis, charges in e, atoms 1 to 5: number 1, C, carries -0.266; number 2, C, carries -0.015; number 3, C, carries -0.262; number 4, N, carries -0.635; number 5, N, carries -0.762

---

Computed, not measured: the ion C3H6N3 with charge +1, with ωB97M-V/def2-TZVPD.

Element x y z (Å)
C1 -1.82 -0.65 0.00
C2 -0.65 1.13 0.00
C3 1.71 0.21 -0.01
N1 -1.89 0.66 0.00
N2 -0.59 -1.12 -0.01
N3 0.29 0.21 0.00
H1 -2.70 -1.27 0.01
H2 -0.45 2.19 0.00
H3 2.11 -0.76 0.27
H4 2.09 0.48 -1.00
H5 2.06 0.95 0.71
H6 -0.16 -2.04 0.03

Energy above the lowest of the compared OMol25 structures with the same formula, charge and spin, kJ/mol: 98.1
Total charge: +1
E_LUMO, eV: -4.504
E, eV: -7670.3598
SMILES: C[n+]1cnc[nH]1
Gap between HOMO and LUMO, eV: 11.584

natural (NBO) population analysis, charges in e, atoms 1 to 5: number 1, C, carries 0.298; number 2, C, carries 0.302; number 3, C, carries -0.442; number 4, N, carries -0.435; number 5, N, carries -0.339

---

Computed, not measured: a structure of composition C3H6N3, with ωB97M-V/def2-TZVPD.

Element x y z (Å)
C1 -0.75 -0.94 -0.24
C2 -0.30 1.18 0.29
C3 1.50 -0.30 -0.17
N1 -1.98 -0.51 -0.18
N2 -2.36 0.55 0.02
N3 0.16 0.02 0.06
H1 -0.56 -2.00 -0.26
H2 0.31 2.09 0.68
H3 -1.41 1.25 0.44
H4 1.64 -0.38 -1.17
H5 1.59 -1.30 0.15
H6 2.16 0.34 0.36

Energy above the lowest of the compared OMol25 structures with the same formula, charge and spin, kJ/mol: 227.8
Total charge: +1
E_LUMO (spin up / spin down), eV: -5.256 / -7.653
E, eV: -7664.7909
Gap between HOMO and LUMO (spin up / spin down), eV: 7.501 / 9.536
Multiplicity: 3
Expectation value of S²: 2.03

natural (NBO) population analysis, charges in e, atoms 1 to 5: number 1, C, carries 0.280; number 2, C, carries 0.093; number 3, C, carries -0.415; number 4, N, carries -0.164; number 5, N, carries 0.028

---

Computed, not measured: the ion C3H6N3O with charge +1, with ωB97M-V/def2-TZVPD.

Element x y z (Å)
C1 -1.18 0.40 0.01
C2 0.69 -1.34 -0.10
C3 -2.26 1.34 -0.03
N1 -0.43 -0.46 -0.14
N2 1.98 -0.74 0.15
N3 2.06 0.59 -0.04
O1 3.14 1.10 0.04
H1 0.29 -2.08 0.76
H2 0.56 -1.79 -1.04
H3 -2.51 1.65 1.09
H4 -3.17 0.58 -0.24
H5 -1.93 2.10 -0.64
H6 2.76 -1.35 0.17

Energy above the lowest of the compared OMol25 structures with the same formula, charge and spin, kJ/mol: 411.1
Total charge: +1
E_LUMO, eV: -4.346
E, eV: -9714.4698
SMILES: CC#[N+]CNN=O
Gap between HOMO and LUMO, eV: 9.193

natural (NBO) population analysis, charges in e, atoms 1 to 5: number 1, C, carries 0.691; number 2, C, carries -0.062; number 3, C, carries -0.745; number 4, N, carries -0.233; number 5, N, carries -0.436

---

Computed, not measured: the ion C3H6N3O with charge +1, with ωB97M-V/def2-TZVPD.

Element x y z (Å)
C1 0.29 1.13 0.26
C2 0.40 -0.19 -0.06
C3 1.49 -1.12 0.08
N1 -0.93 1.60 0.03
N2 -1.68 0.54 -0.08
N3 -0.81 -0.64 -0.22
O1 -1.26 -1.70 -0.58
H1 1.16 1.78 0.36
H2 2.20 -0.77 0.95
H3 2.08 -1.35 -0.79
H4 1.10 -2.23 0.37
H5 -1.34 2.48 0.10
H6 -2.70 0.47 -0.41

Energy above the lowest of the compared OMol25 structures with the same formula, charge and spin, kJ/mol: 390.0
Total charge: +1
E_LUMO (spin up / spin down), eV: -5.141 / -5.141
E, eV: -9714.6886
SMILES: Cc1c[nH][nH][n+]1=O
Gap between HOMO and LUMO (spin up / spin down), eV: 9.327 / 9.328

natural (NBO) population analysis, charges in e, atoms 1 to 5: number 1, C, carries 0.066; number 2, C, carries 0.063; number 3, C, carries -0.682; number 4, N, carries -0.256; number 5, N, carries -0.229

---

Computed, not measured: the ion C3H6N3O with charge +1, with ωB97M-V/def2-TZVPD.

Element x y z (Å)
C1 -0.70 -0.47 0.69
C2 0.24 0.39 0.47
C3 1.26 1.19 -0.05
N1 -1.29 -1.45 -0.10
N2 -0.77 -1.76 -1.37
N3 0.42 -2.33 -1.43
O1 0.91 -2.47 -2.52
H1 -1.03 -0.49 1.63
H2 1.85 1.50 0.82
H3 0.82 1.98 -0.63
H4 1.91 0.47 -0.59
H5 -1.73 -2.36 0.26
H6 -1.40 -1.43 -2.24

Energy above the lowest of the compared OMol25 structures with the same formula, charge and spin, kJ/mol: 353.1
Total charge: +1
E_LUMO (spin up / spin down), eV: -3.650 / -8.075
E, eV: -9710.9248
Gap between HOMO and LUMO (spin up / spin down), eV: 10.472 / 6.038
Multiplicity: 3
Expectation value of S²: 2.02

natural (NBO) population analysis, charges in e, atoms 1 to 5: number 1, C, carries -0.032; number 2, C, carries 0.387; number 3, C, carries -0.763; number 4, N, carries -0.238; number 5, N, carries -0.319

---

Computed, not measured: the molecule C3H6N3O2P, with ωB97M-V/def2-TZVPD.

Element x y z (Å)
C1 0.57 1.81 1.42
C2 0.00 1.14 0.41
C3 1.58 0.40 3.00
N1 1.29 1.41 2.49
N2 -1.08 -1.50 0.98
N3 0.20 -0.85 -1.40
O1 1.98 -0.51 3.64
O2 1.48 -1.07 0.99
P1 0.06 -0.67 0.28
H1 0.23 2.91 1.45
H2 -0.72 1.57 -0.15
H3 -1.86 -1.32 0.50
H4 -0.68 -1.16 -1.86
H5 0.70 -0.28 -2.19
H6 1.27 -1.98 1.33

Energy above the lowest of the compared OMol25 structures with the same formula, charge and spin, kJ/mol: 25.3
E_LUMO (spin up / spin down), eV: 0.608 / -2.837
E, eV: -21058.2081
Gap between HOMO and LUMO (spin up / spin down), eV: 6.426 / 6.598
Multiplicity: 3
Expectation value of S²: 2.01

natural (NBO) population analysis, charges in e, atoms 1 to 5: number 1, C, carries -0.058; number 2, C, carries -0.500; number 3, C, carries 0.856; number 4, N, carries -0.477; number 5, N, carries -1.244

---

Computed, not measured: a structure of composition C3H6N3P, with ωB97M-V/def2-TZVPD.

Element x y z (Å)
C1 1.42 0.58 0.46
C2 0.23 1.07 1.21
C3 0.15 -1.34 -0.48
N1 2.68 1.00 0.57
N2 2.51 -1.13 -0.59
N3 1.39 -0.59 -0.15
P1 3.69 0.09 -0.21
H1 0.16 0.52 2.08
H2 -0.61 1.10 0.56
H3 0.35 2.04 1.56
H4 0.33 -2.37 -0.10
H5 -0.74 -0.88 -0.16
H6 0.06 -1.51 -1.58

Energy above the lowest of the compared OMol25 structures with the same formula, charge and spin, kJ/mol: 72.7
E_LUMO, eV: 0.810
E, eV: -16966.6051
Gap between HOMO and LUMO, eV: 9.701

natural (NBO) population analysis, charges in e, atoms 1 to 5: number 1, C, carries 0.364; number 2, C, carries -0.655; number 3, C, carries -0.423; number 4, N, carries -0.877; number 5, N, carries -0.609

---

Computed, not measured: a structure of composition C3H6N3PS, with ωB97M-V/def2-TZVPD.

Element x y z (Å)
C1 -2.89 -0.91 0.19
C2 -2.56 0.41 0.56
C3 1.47 0.81 -0.45
N1 -1.84 -1.30 -0.57
N2 -0.94 -0.44 -0.69
N3 -1.37 0.66 -0.04
P1 1.27 -0.62 0.57
S1 -0.49 2.07 0.03
H1 -3.84 -1.43 0.09
H2 -3.24 1.24 0.86
H3 1.19 0.62 -1.48
H4 2.22 1.71 -0.19
H5 1.53 -1.36 -0.53
H6 2.52 -0.83 1.17

Energy above the lowest of the compared OMol25 structures with the same formula, charge and spin, kJ/mol: 171.8
E_LUMO, eV: -0.533
E, eV: -27798.0936
Gap between HOMO and LUMO, eV: 8.116

natural (NBO) population analysis, charges in e, atoms 1 to 5: number 1, C, carries -0.136; number 2, C, carries -0.074; number 3, C, carries -0.625; number 4, N, carries -0.230; number 5, N, carries -0.109